(1)
{
  "formula": "C24H35N9O5S3Sm",
  "method": "ωB97M-V/def2-TZVPD",
  "spin_multiplicity": 6,
  "lumo_ev": [-8.81, -8.46],
  "s_squared": 8.7584,
  "de_lowest_kcal_mol": 0.00,
  "total_charge": 3,
  "homo_lumo_gap_ha": [0.296, 0.309],
  "homo_energy_ha": [-0.620, -0.620],
  "species": ["Sm", "C", "C", "O", "N", "C", "C", "C", "C", "C", "C", "N", "H", "H", "H", "H", "H", "H", "H", "H", "H", "H", "C", "C", "S", "O", "O", "C", "C", "N", "C", "N", "C", "C", "N", "O", "O", "C", "H", "H", "H", "H", "H", "H", "H", "H", "H", "H", "H", "H", "H", "S", "C", "N", "C", "C", "C", "N", "H", "H", "H", "H", "S", "C", "N", "C", "C", "C", "N", "H", "H", "H", "H", "H", "H", "H", "H"],
  "positions_angstrom": [[-1.33141, 0.00904, 0.68656], [-4.84813, 2.95478, 0.74164], [-3.71896, 2.30657, 0.01090], [-3.23855, 1.20306, 0.39474], [-3.22997, 2.91020, -1.06099], [-2.10059, 2.40619, -1.83780], [-0.77138, 2.83654, -1.26244], [-0.10674, 3.93118, -1.77992], [1.10129, 4.32495, -1.21604], [1.60794, 3.60409, -0.15079], [0.89149, 2.51318, 0.30822], [-0.27716, 2.12676, -0.22538], [-5.15051, 2.33437, 1.57944], [-5.69767, 3.10338, 0.07453], [-4.53814, 3.93358, 1.10985], [-3.61926, 3.80938, -1.31178], [-2.20443, 2.78134, -2.85485], [-2.17925, 1.31202, -1.89118], [-0.52033, 4.46622, -2.62308], [1.63630, 5.17635, -1.61224], [2.55131, 3.85014, 0.31157], [1.29402, 1.91095, 1.11484], [7.11842, 1.56008, 2.99678], [6.00552, 2.06685, 2.09393], [4.65856, 0.93281, 1.91075], [3.67601, 1.51200, 1.01135], [4.19611, 0.50624, 3.21198], [5.34042, -0.50337, 1.09324], [4.36245, -1.67399, 1.10469], [3.06584, -1.34490, 0.48805], [1.92147, -1.13029, 1.16010], [0.96605, -0.66742, 0.34411], [1.52834, -0.58884, -0.90932], [2.80954, -1.00784, -0.82373], [3.73629, -1.14522, -1.91665], [3.31770, -0.81944, -3.00097], [4.84235, -1.56828, -1.66189], [1.72828, -1.40487, 2.60569], [7.75989, 2.39648, 3.26607], [7.74212, 0.82140, 2.49701], [6.71670, 1.13614, 3.91497], [6.33996, 2.30990, 1.08508], [5.51419, 2.94980, 2.50930], [6.23857, -0.79976, 1.63215], [5.61357, -0.20995, 0.08031], [4.14981, -1.97944, 2.12646], [4.79813, -2.51240, 0.56610], [0.99996, -0.26011, -1.78776], [1.83917, -2.47073, 2.81063], [0.72515, -1.09389, 2.90868], [2.44966, -0.85186, 3.20956], [-1.96300, 0.02496, 3.47915], [-2.22181, -1.62847, 3.23515], [-2.68345, -2.42938, 4.23500], [-2.89199, -3.75146, 4.07633], [-2.63823, -4.32828, 2.86183], [-2.17724, -3.48385, 1.84837], [-1.97281, -2.18698, 2.02921], [-2.86996, -1.99251, 5.13382], [-3.25829, -4.29022, 4.94038], [-2.79342, -5.38237, 2.69842], [-1.96983, -3.86336, 0.85367], [-1.78756, -1.75175, -1.39989], [-2.93131, -1.68507, -2.70801], [-4.18694, -1.29884, -2.52063], [-5.21162, -1.42152, -3.56707], [-4.55893, -1.18406, -4.91748], [-3.38657, -2.13216, -5.09448], [-2.52744, -2.07261, -3.90261], [-4.46270, -1.08633, -1.57476], [-5.99422, -0.69427, -3.35978], [-5.65256, -2.42049, -3.51682], [-4.21637, -0.14993, -4.98623], [-5.28341, -1.34497, -5.71394], [-2.77590, -1.85226, -5.95133], [-3.72060, -3.16138, -5.23651], [-1.57393, -2.39582, -3.97428]]
}


(2)
{
  "formula": "C22H25NO4PSTeV",
  "method": "ωB97M-V/def2-TZVPD",
  "spin_multiplicity": 2,
  "lumo_ev": [-3.15, -3.04],
  "s_squared": 0.7814,
  "de_lowest_kcal_mol": 29.04,
  "total_charge": 1,
  "homo_lumo_gap_ha": [0.285, 0.270],
  "homo_energy_ha": [-0.401, -0.382],
  "species": ["V", "O", "H", "H", "Te", "C", "C", "C", "C", "C", "C", "C", "C", "C", "C", "C", "C", "H", "H", "H", "H", "H", "H", "H", "H", "H", "H", "O", "C", "N", "S", "O", "O", "C", "C", "C", "C", "C", "C", "H", "H", "H", "H", "C", "P", "C", "C", "H", "H", "H", "H", "H", "H", "H", "H", "H"],
  "positions_angstrom": [[-0.27071, 1.35386, -0.85239], [-2.05476, 1.94069, -2.09664], [-2.16378, 2.10088, -3.04484], [-2.92606, 2.00879, -1.67879], [-0.45678, -1.02134, -2.03200], [-0.15386, -2.18004, -0.27564], [-0.56761, -1.72248, 0.96554], [-0.27342, -2.45659, 2.10417], [0.44093, -3.63861, 1.99916], [0.80285, -4.12340, 0.75171], [0.50214, -3.39680, -0.38909], [-2.50496, -1.72077, -2.02935], [-2.89530, -2.67234, -2.96521], [-4.11422, -3.31935, -2.83593], [-4.93650, -3.04224, -1.75741], [-4.57338, -2.06456, -0.84554], [-3.36878, -1.39680, -0.98928], [-1.11500, -0.78831, 1.05750], [-0.60878, -2.09885, 3.06767], [0.69424, -4.19495, 2.88914], [1.32349, -5.06545, 0.66369], [0.78841, -3.76591, -1.36540], [-2.24172, -2.91742, -3.79189], [-4.41081, -4.05139, -3.57212], [-5.85747, -3.58856, -1.62325], [-5.22121, -1.82454, -0.01527], [-3.08887, -0.62697, -0.27450], [0.02120, 1.20712, 2.14155], [0.96472, 0.71935, 1.54111], [1.04063, 0.78952, 0.19687], [2.44059, 0.21042, -0.41929], [2.11433, -0.83616, -1.35821], [3.18268, 1.31544, -0.94493], [3.06571, -0.38074, 1.15278], [4.21407, -1.05755, 1.49318], [4.43226, -1.32795, 2.84276], [3.52091, -0.92663, 3.81100], [2.35409, -0.26685, 3.45406], [2.13450, 0.00457, 2.11268], [4.91973, -1.36741, 0.73883], [5.32654, -1.85379, 3.14023], [3.72739, -1.11111, 4.85487], [1.62334, 0.05069, 4.18073], [-0.95220, 4.92042, -1.72471], [0.10343, 3.71378, -0.82546], [1.76669, 4.14574, -1.44751], [0.10383, 4.43636, 0.85129], [-0.54956, 5.92137, -1.56989], [-1.97376, 4.88589, -1.34316], [-0.95320, 4.70041, -2.79189], [1.91281, 5.22770, -1.44799], [1.88374, 3.75958, -2.46182], [2.52174, 3.66999, -0.82060], [0.34341, 5.49917, 0.80671], [0.84024, 3.92288, 1.46649], [-0.87798, 4.30125, 1.30631]]
}


(3)
{
  "formula": "C4H3N3",
  "method": "ωB97M-V/def2-TZVPD",
  "smiles": "N#Cc1cn[nH]c1",
  "spin_multiplicity": 1,
  "lumo_ev": 0.53,
  "de_lowest_kcal_mol": 54.15,
  "homo_lumo_gap_ha": 0.396,
  "homo_energy_ha": -0.376,
  "species": ["N", "C", "C", "C", "N", "N", "C", "H", "H", "H"],
  "positions_angstrom": [[-3.29865, -0.11741, 0.02382], [-2.07867, 0.10998, -0.04406], [-0.55803, 0.17613, -0.18315], [0.03181, -1.14853, 0.02368], [1.32205, -1.00819, -0.00345], [1.62773, 0.25724, -0.08085], [0.46797, 1.01529, -0.06366], [-0.62859, -2.11908, -0.18408], [2.53838, 0.63018, 0.28357], [0.57600, 2.20438, 0.22819]]
}


(4)
{
  "formula": "C20H22CuN2SSi",
  "method": "ωB97M-V/def2-TZVPD",
  "spin_multiplicity": 1,
  "lumo_ev": 2.97,
  "total_charge": -1,
  "homo_lumo_gap_ha": 0.267,
  "homo_energy_ha": -0.158,
  "species": ["Cu", "C", "Si", "C", "C", "C", "C", "C", "C", "N", "C", "S", "H", "H", "H", "H", "H", "H", "H", "H", "H", "H", "H", "H", "N", "C", "C", "C", "C", "C", "C", "C", "C", "C", "C", "C", "C", "H", "H", "H", "H", "H", "H", "H", "H", "H", "H"],
  "positions_angstrom": [[0.26658, -1.76112, 1.12268], [1.26942, 4.45027, 1.26870], [2.02447, 3.44666, -0.02678], [0.83005, 3.35704, -1.47233], [3.62796, 4.35712, -0.57404], [2.53424, 1.71591, 0.43954], [3.85582, 1.28464, 0.44132], [4.26184, -0.02818, 0.68676], [3.23117, -0.92839, 0.90576], [1.94282, -0.53738, 1.04841], [1.55882, 0.76612, 0.87854], [-0.06026, 1.10425, 1.13540], [1.19656, 5.48165, 0.87230], [1.85154, 4.57454, 2.14824], [0.23200, 4.12514, 1.40970], [0.27234, 2.42795, -1.35294], [1.35007, 3.25729, -2.41418], [0.13809, 4.21423, -1.52368], [3.37393, 5.41894, -0.74357], [4.11091, 3.92390, -1.43750], [4.36138, 4.43231, 0.28783], [4.62941, 1.91681, 0.01273], [5.30950, -0.36079, 0.66477], [3.51898, -1.96053, 1.00871], [-0.97412, -0.90947, -1.63521], [-2.22485, -0.82193, -0.90111], [-2.91453, 0.41100, -1.00894], [-4.08440, 0.59268, -0.26948], [-4.62956, -0.46454, 0.44392], [-3.97841, -1.69733, 0.51055], [-2.81593, -1.87057, -0.20156], [-2.05170, -3.15548, -0.09299], [-2.72814, -4.28836, -0.51106], [-2.29188, -5.55616, -0.22901], [-1.11372, -5.70174, 0.41225], [-0.38329, -4.57744, 0.73692], [-0.82194, -3.23924, 0.56504], [-0.49068, -0.02754, -1.61258], [-0.34932, -1.62727, -1.31160], [-2.51413, 1.22686, -1.55364], [-4.63134, 1.55075, -0.27069], [-5.63215, -0.18973, 0.90113], [-4.30577, -2.53583, 1.11198], [-3.66243, -4.09127, -1.06646], [-2.86474, -6.37254, -0.58527], [-0.79071, -6.67682, 0.58820], [0.56615, -4.65641, 1.19324]]
}


| no. | DFT total energy (a.u.) | molar mass (g/mol) |
| --- | --- | --- |
| 1 | -3656.3385 | 776.2 |
| 2 | -3160.3428 | 609.0 |
| 3 | -318.3984 | 93.1 |
| 4 | -3213.0841 | 414.1 |